{"formula": "C4H9NO", "method": "the ωB97M-V functional and the def2-TZVPD basis", "de_lowest_kcal_mol": 13.2, "smiles": "CC(=O)N(C)C", "multiplicity": 1, "homo_ev": -9.17, "elements": ["C", "C", "O", "N", "C", "C", "H", "H", "H", "H", "H", "H", "H", "H", "H"], "xyz": [[0.533, -1.903, 0.230], [0.611, -0.490, 0.769], [1.202, -0.224, 1.798], [-0.010, 0.463, 0.030], [-0.046, 1.823, 0.518], [-0.775, 0.191, -1.162], [1.051, -1.978, -0.724], [1.016, -2.564, 0.944], [-0.501, -2.210, 0.095], [0.407, 2.501, -0.208], [-1.076, 2.136, 0.709], [0.520, 1.859, 1.447], [-1.765, -0.213, -0.923], [-0.909, 1.123, -1.710], [-0.258, -0.514, -1.811]]}